This record from the Open Molecules 2025 dataset describes a 3-piece molecular cluster, C4H16NO2 overall. The level of theory is ωB97M-V/def2-TZVPD.

CARTESIAN COORDINATES (ANGSTROEM)
H: -1.76442 -0.13868 1.67752
H: -1.20777 0.27253 -0.95243
H: 0.15514 0.88405 0.20177
O: 0.48186 3.57472 1.01774
C: -1.64535 -0.62255 -0.51219
H: 3.20529 -1.23862 0.96212
H: 3.36282 0.00162 1.92159
H: 0.02194 4.54853 0.89370
C: -1.05354 -1.67046 -1.48442
N: 0.10552 0.07934 0.92751
H: 0.97352 3.59650 1.85130
C: -1.22672 -0.66265 0.89801
H: 0.92448 -0.48621 0.73402
H: 0.64638 -0.63888 -2.50047
H: -0.02531 -2.02165 -0.95253
H: -2.84464 -0.60602 -0.72365
H: -0.14325 -1.77725 -3.51904
H: -1.13086 -1.66544 1.21924
C: -0.38810 -1.00214 -2.80836
O: 2.67114 -0.48376 1.35118
H: -1.47006 -2.68164 -1.60639
H: 0.27578 0.60078 1.94178
H: -1.05945 -0.18586 -3.15070

Properties
DFT total energy	-9984.5967	eV
strongest force on any atom	5.0	eV Å⁻¹
Kohn-Sham gap	11.07	eV
total charge	+1
energy above the lowest of the compared OMol25 structures with the same formula, charge and spin	64.2	kcal per mole

=====

This record from the Open Molecules 2025 dataset describes a 3-piece molecular cluster, C4H16NO2 overall. The level of theory is ωB97M-V/def2-TZVPD.

CARTESIAN COORDINATES (ANGSTROEM)
H: -1.58714 2.49117 1.68045
N: 0.11137 0.16320 -0.69644
C: 1.40477 -0.16567 -1.37074
H: -1.95331 0.15655 -0.90660
H: 0.07098 1.16086 -0.48240
H: -2.29456 -2.02285 -1.52308
C: -1.24525 -1.73554 -1.59035
C: 2.55831 -0.04226 -0.39762
H: -0.85687 -2.14035 -2.51612
H: 1.46801 0.49010 -2.24003
H: 0.08572 -0.31882 0.18653
H: 2.72609 0.99858 -0.13806
H: 1.33335 -1.16207 -1.78949
H: 0.34633 -0.66871 3.87918
H: -0.79054 -2.23871 -0.73494
H: -0.61443 0.56321 4.01373
H: 2.32250 -0.60334 0.51212
O: -1.18696 1.87598 1.05415
H: -1.13341 0.28867 -2.42736
H: 3.46138 -0.50270 -0.78869
O: -0.32420 -0.14347 3.43815
C: -1.10510 -0.22210 -1.46784
H: -1.07571 1.04991 1.54028

Properties
DFT total energy	-9986.7321	eV
strongest force on any atom	1.0	eV Å⁻¹
Kohn-Sham gap	12.46	eV
total charge	+1
energy above the lowest of the compared OMol25 structures with the same formula, charge and spin	15.0	kcal per mole

=====

This record from the Open Molecules 2025 dataset describes a 3-piece molecular cluster, C4H16NO3 overall. The level of theory is ωB97M-V/def2-TZVPD.

CARTESIAN COORDINATES (ANGSTROEM)
H: -1.66918 0.59342 -0.28124
C: -0.58816 0.74318 -0.22051
H: 1.90994 3.35474 0.28752
O: -0.53040 -2.44208 2.63142
H: 0.32061 -1.94194 -1.91810
C: -0.50641 -1.22445 -1.90212
C: -0.03487 -0.02690 0.94395
C: -0.02539 0.21822 -1.55194
H: -0.47105 1.81557 -0.15562
O: -1.32262 -1.26616 -3.03317
H: -0.07982 -1.07558 0.67806
H: 0.71454 4.14976 0.72996
H: 1.96244 -0.29552 1.56654
H: -1.09124 -1.55314 -1.05108
H: -0.35337 0.88393 -2.34086
O: 1.23314 3.37331 0.96768
H: 1.07436 0.20458 -1.54006
H: -0.58357 0.01194 1.88103
N: 1.35582 0.46416 1.25074
H: 1.79115 0.72599 0.36748
H: -0.33684 -3.33060 2.93711
H: 1.34066 1.29976 1.83528
H: -0.79045 -1.26963 -3.83438
H: -1.25474 -2.09767 3.16394

Properties
DFT total energy	-12033.4973	eV
strongest force on any atom	1.4	eV Å⁻¹
Kohn-Sham gap	10.14	eV
total charge	+1
energy above the lowest of the compared OMol25 structures with the same formula, charge and spin	26.2	kcal per mole

=====

This record from the Open Molecules 2025 dataset describes a 4-piece molecular cluster, C4H16NO5 overall. The level of theory is ωB97M-V/def2-TZVPD.

CARTESIAN COORDINATES (ANGSTROEM)
O: -2.06438 -1.90063 -0.62629
O: 0.51276 0.44030 -2.37745
H: -1.18311 -0.02495 -0.15673
O: -2.03180 1.64094 -3.34409
C: -0.22425 -0.52869 2.02848
H: 0.15093 1.54997 1.59670
H: 2.99518 1.93941 2.05357
H: -1.26943 1.70693 -2.79024
H: 1.12736 -2.23633 1.46158
O: 1.67310 -0.32112 -0.67098
H: 2.31851 -0.52891 -1.29314
H: 0.04400 -0.47881 3.09056
H: 1.46724 0.58350 0.90099
H: -1.72195 0.82656 -3.94360
H: -2.83404 -2.44832 -0.63613
H: -0.83930 1.74945 -0.35224
H: -0.61314 -2.57648 1.51686
C: -0.43141 0.72305 -0.14740
H: -1.47158 -0.45192 2.03926
O: 2.69160 1.83113 1.10169
H: -0.05243 -1.63157 0.25261
H: 2.84719 2.56935 0.53288
C: 0.14452 -1.82955 1.30350
N: 0.30539 0.59671 1.17238
H: -2.15895 -1.53338 -1.49167
C: 0.61800 0.33336 -1.22112

Properties
spin multiplicity	2
DFT total energy	-16130.4750	eV
strongest force on any atom	4.0	eV Å⁻¹
Kohn-Sham gap (alpha / beta)	3.06 / 11.37	eV
energy above the lowest of the compared OMol25 structures with the same formula, charge and spin	20.4	kcal per mole

=====

This record from the Open Molecules 2025 dataset describes a 5-piece molecular cluster, C4H16NO7 overall. The level of theory is ωB97M-V/def2-TZVPD.

CARTESIAN COORDINATES (ANGSTROEM)
H: 0.33475 -4.21323 0.98978
H: 0.65283 1.27966 1.88495
H: 0.12045 0.29255 3.26206
H: 0.11819 -2.91188 0.25606
H: -0.65474 2.26624 -0.29407
O: 1.03203 -1.70257 -0.44708
H: 1.06641 2.26048 -2.00244
C: -2.03289 0.07436 0.53690
H: 0.26383 0.37499 -2.70559
H: -2.07800 0.30144 2.66254
H: -1.34409 0.49144 -1.28614
O: -0.34152 -3.56340 0.85003
C: -1.48206 0.67128 1.83482
H: 0.05786 -1.64714 1.71734
H: 0.02856 -0.90727 -1.92841
O: -0.44681 -0.28262 -2.49300
C: 0.02147 0.41225 2.17252
H: -1.59881 -0.90704 0.38634
C: 1.18164 -0.67475 0.23385
N: 0.61122 -0.77817 1.55091
O: 0.15886 2.81512 -0.21787
H: -3.12037 -0.04605 0.62520
O: 1.76694 0.37872 -0.06196
H: 1.86747 1.02297 -1.74562
H: -1.63452 1.77222 1.77358
H: 0.79039 2.16688 0.09280
O: -1.81942 0.96151 -0.53606
O: 1.51442 1.56169 -2.50754

Properties
spin multiplicity	2
DFT total energy	-20229.0087	eV
strongest force on any atom	2.8	eV Å⁻¹
Kohn-Sham gap (alpha / beta)	10.94 / 5.88	eV
energy above the lowest of the compared OMol25 structures with the same formula, charge and spin	0.0	kcal per mole

=====

This record from the Open Molecules 2025 dataset describes a 2-piece molecular cluster, C4H16NSi2 overall. The level of theory is ωB97M-V/def2-TZVPD.

CARTESIAN COORDINATES (ANGSTROEM)
H: 1.70262 -1.36783 1.47542
H: 3.15275 -0.55479 0.88841
H: 2.20063 -1.84322 -0.08565
C: 1.30257 0.03589 -0.07283
H: 2.26800 1.85187 0.60961
H: -0.38762 0.02963 -2.01814
C: 2.20109 -0.96637 0.61005
H: 0.00023 1.38394 0.78737
H: -2.09444 -1.82552 -1.69437
Si: -2.74081 1.18050 -0.00776
H: -2.54330 2.16951 -0.97704
H: -3.98209 0.40337 -0.40992
C: -1.31434 0.00941 -0.05986
H: -2.95475 1.44419 1.44094
H: -0.29289 -2.22463 -0.10443
C: 2.06777 1.42081 -0.27424
H: 0.14926 -0.23842 1.42616
H: 1.51273 2.20900 -0.90402
H: 3.01742 1.15904 -0.68938
Si: -1.64478 -1.86605 -0.34147
H: -2.42720 -2.60834 0.85793
N: -0.09079 0.41152 0.64438
H: 0.89793 -0.21350 -1.10116

Properties
DFT total energy	-21639.7207	eV
strongest force on any atom	4.2	eV Å⁻¹
Kohn-Sham gap (alpha / beta)	8.50 / 8.87	eV
total charge	+1
energy above the lowest of the compared OMol25 structures with the same formula, charge and spin	110.7	kcal per mole

=====

> Look up the energy above the lowest of the compared OMol25 structures with the same formula, charge and spin of the first one.

64.2 kcal per mole

=====

> What is the DFT total energy in the sixth record?

-21639.7207 eV